{"formula": "C4H6F2O", "method": "the ωB97M-V functional and the def2-TZVPD basis", "homo_energy_ev": -11.125, "de_lowest_ev": 4.651, "lumo_ev": 0.791, "symbols": ["C", "O", "H", "F", "C", "H", "H", "H", "H", "F", "C", "H", "C"], "coordinates": [[2.039643, 0.826476, -1.950445], [-0.577909, -0.773775, 0.081409], [2.753308, 0.083149, -1.732690], [-2.312790, 0.461160, 0.794455], [-1.095630, 0.454018, 0.090429], [0.033735, -2.320060, 0.992167], [0.210368, -0.792957, 1.996366], [1.354203, 1.127209, -1.032996], [-1.437030, -1.474077, 1.843581], [-0.347847, 1.302677, 0.882322], [-0.457212, -1.464261, 1.289262], [-1.292866, 0.920708, -0.898870], [1.130030, 1.649733, -2.354991]], "forces_ev_per_a": [[-2.419, 1.853, -0.392], [-0.300, 0.775, -2.212], [0.669, -0.455, -0.156], [0.374, -0.187, -0.770], [-1.455, 0.767, 1.602], [0.603, -2.204, 0.150], [-0.888, -1.632, -1.201], [-0.007, 0.184, -0.197], [0.904, -0.849, -0.815], [0.374, -0.040, -0.662], [-0.191, 4.025, 3.316], [0.551, -0.664, 0.563], [1.784, -1.573, 0.775]]}